Record 1
{
  "formula": "C15H13ClN6O",
  "method": "ωB97M-V with the def2-TZVPD basis set",
  "species": ["C", "C", "C", "C", "C", "N", "N", "C", "C", "O", "N", "N", "C", "C", "C", "C", "C", "C", "C", "Cl", "N", "C", "N", "H", "H", "H", "H", "H", "H", "H", "H", "H", "H", "H", "H", "H"],
  "coordinates": [[-0.35603, 4.56872, 0.90075], [-0.14873, 3.18187, 1.40950], [-0.82892, 2.73865, 2.56773], [-0.64275, 1.46261, 3.03224], [-1.28380, 0.85407, 4.22521], [0.21339, 0.70080, 2.32226], [0.58287, -0.55741, 2.53729], [1.43330, -0.80521, 1.55236], [2.16237, -2.10211, 1.51224], [2.84868, -2.45313, 2.45022], [1.99312, -2.94163, 0.45068], [1.24447, -2.91111, -0.67329], [0.99502, -1.83791, -1.31350], [0.16988, -1.82345, -2.50548], [-0.02751, -0.58702, -3.13255], [-0.79413, -0.46853, -4.27259], [-1.39098, -1.59383, -4.82093], [-1.21619, -2.82773, -4.22179], [-0.44487, -2.94645, -3.07524], [-0.27023, -4.50850, -2.38306], [1.63977, 0.22406, 0.71383], [0.87151, 1.18748, 1.18903], [0.67949, 2.41479, 0.74035], [-1.40603, 4.72872, 0.66174], [-0.06997, 5.29286, 1.66160], [0.24636, 4.72220, 0.01110], [-1.49559, 3.40791, 3.08659], [-0.51548, 0.45804, 4.88789], [-1.90261, 0.01145, 3.91818], [-1.89244, 1.58122, 4.75374], [2.37969, -3.86801, 0.61477], [1.38384, -0.86499, -1.01364], [0.43837, 0.28682, -2.70039], [-0.92792, 0.49737, -4.73520], [-1.99240, -1.51214, -5.71340], [-1.67555, -3.71045, -4.63825]],
  "e_lumo_ev": 0.09,
  "homo_ev": -8.444,
  "gap_ev": 8.531,
  "smiles": "Cc1cc(C)n2nc(C(=O)N/N=C/c3ccccc3Cl)nc2n1"
}

***

Record 2
{
  "formula": "C15H13FO2S2Tb",
  "method": "ωB97M-V with the def2-TZVPD basis set",
  "species": ["Tb", "S", "C", "C", "C", "C", "C", "C", "S", "H", "H", "H", "H", "F", "C", "C", "C", "C", "C", "C", "C", "H", "H", "H", "H", "H", "H", "C", "O", "C", "O", "H", "H", "H"],
  "coordinates": [[0.18364, -0.79069, -0.01241], [-0.20717, 0.87801, -2.01642], [1.32444, 0.52584, -2.78277], [1.27688, 0.81961, -4.15165], [2.36599, 0.56967, -4.93663], [3.55908, 0.09665, -4.37291], [3.65284, -0.19062, -3.01514], [2.54237, 0.04151, -2.13997], [2.84770, -0.37977, -0.47968], [0.36826, 1.24092, -4.55659], [2.26365, 0.72505, -5.99932], [4.36822, -0.17694, -5.04975], [4.56979, -0.57010, -2.56516], [-3.75071, 0.96916, 3.07394], [-3.00013, -0.05308, 2.57219], [-2.28345, -0.87056, 3.48332], [-1.48341, -1.89838, 2.92817], [-1.47701, -2.15386, 1.54034], [-0.40835, -2.94179, 0.97306], [-2.25845, -1.30365, 0.64874], [-2.98053, -0.24041, 1.20307], [-2.39729, -0.71325, 4.55858], [-0.88868, -2.55598, 3.55166], [-0.60156, -3.36498, -0.01139], [0.17877, -3.57909, 1.62636], [-2.48555, -1.73227, -0.33191], [-3.54377, 0.47515, 0.61202], [-0.40324, 3.16446, 2.54686], [-0.99486, 2.08962, 1.78457], [-0.27218, 1.10004, 1.29925], [0.71791, 0.57485, 1.86642], [-1.15345, 3.50745, 3.25852], [-0.10147, 3.95907, 1.83243], [0.47173, 2.77837, 3.06215]],
  "multiplicity": 7,
  "e_lumo_ev": [2.70, 2.70],
  "homo_ev": [-3.720, -3.726],
  "charge": -1,
  "gap_ev": [6.417, 6.431]
}

***

Record 3
{
  "formula": "C15H14BF2NO",
  "method": "ωB97M-V with the def2-TZVPD basis set",
  "species": ["O", "C", "N", "C", "C", "C", "C", "C", "C", "C", "C", "B", "F", "F", "C", "C", "C", "C", "C", "C", "H", "H", "H", "H", "H", "H", "H", "H", "H", "H", "H", "H", "H", "H"],
  "coordinates": [[-1.14903, 1.76273, 0.21169], [-0.05933, 1.73117, -0.39598], [0.91233, 0.78686, -0.17995], [0.78518, -0.32220, 0.81491], [-0.49361, -1.09758, 0.49761], [-0.69678, -2.29616, 1.35561], [-1.43243, -2.08313, 2.52512], [-1.46398, -3.15162, 3.39809], [-0.91705, -4.47500, 3.08164], [-0.38304, -4.65152, 1.81804], [-0.22916, -3.56054, 0.99668], [2.01238, -1.32998, 0.42159], [2.25891, -2.39758, 1.15745], [2.56066, -1.22048, -0.76644], [0.14583, 2.69709, -1.50688], [1.38530, 3.12574, -1.87296], [1.49559, 4.11281, -2.79613], [0.33482, 4.72382, -3.31150], [-0.88985, 4.28040, -2.91384], [-1.01656, 3.22313, -2.00711], [1.50142, 0.54213, -0.99861], [0.76302, 0.10888, 1.84194], [-1.43277, -0.54297, 0.52934], [-0.41099, -1.55291, -0.54047], [-1.91409, -1.14795, 2.66728], [-2.16487, -3.05355, 4.23733], [-1.14348, -5.31381, 3.74027], [-0.10826, -5.60960, 1.40430], [0.41187, -3.51135, 0.09701], [2.22605, 2.69427, -1.39597], [2.47719, 4.48161, -3.07775], [0.46576, 5.45982, -4.05486], [-1.82724, 4.77553, -3.31395], [-2.00377, 2.81192, -1.66354]],
  "e_lumo_ev": 0.47,
  "homo_ev": -8.917,
  "gap_ev": 9.384,
  "smiles": "O=C(N[C@@H](Cc1ccccc1)B(F)F)c1ccccc1"
}

***

Record 4
{
  "formula": "C15H14BrCuN4O2S",
  "method": "ωB97M-V with the def2-TZVPD basis set",
  "species": ["Cu", "N", "C", "S", "N", "N", "C", "C", "C", "C", "C", "C", "N", "H", "H", "H", "H", "H", "H", "H", "Br", "C", "C", "C", "C", "C", "C", "H", "H", "H", "H", "C", "C", "O", "O", "H", "H", "H"],
  "coordinates": [[-0.97672, 0.90315, 0.17882], [-4.85188, 1.84417, -1.88738], [-3.64821, 1.40419, -1.30726], [-3.25910, 1.99170, 0.23711], [-3.00155, 0.55771, -2.06854], [-1.79054, 0.13360, -1.56903], [-1.34473, -0.92049, -2.13423], [-0.01575, -1.47932, -1.85647], [0.22107, -2.82787, -2.13813], [1.45505, -3.36421, -1.83620], [2.42129, -2.53936, -1.27468], [2.10254, -1.20525, -1.06663], [0.92503, -0.68049, -1.36480], [-5.13612, 2.73323, -1.50621], [-4.80114, 1.82520, -2.89748], [-1.97182, -1.46181, -2.84379], [-0.58143, -3.44321, -2.52129], [1.64993, -4.41692, -2.00913], [3.39910, -2.91446, -0.99774], [2.82380, -0.51836, -0.63258], [4.32415, 4.45469, 2.53228], [2.79341, 3.49371, 1.85958], [2.59816, 2.17517, 2.22922], [1.48845, 1.50070, 1.72697], [0.53753, 2.07264, 0.85421], [0.81022, 3.41596, 0.53704], [1.90666, 4.13210, 1.01448], [3.29888, 1.68750, 2.89936], [1.34341, 0.46623, 2.02798], [0.12670, 3.94946, -0.12018], [2.06946, 5.16740, 0.73307], [-0.51243, -2.92625, 2.70436], [-0.92965, -2.15404, 1.42808], [-1.48676, -2.82068, 0.53239], [-0.69591, -0.92338, 1.46047], [-0.35256, -3.98407, 2.49133], [-1.31916, -2.84524, 3.43883], [0.38062, -2.48311, 3.14619]],
  "e_lumo_ev": 4.34,
  "homo_ev": -0.129,
  "charge": -2,
  "gap_ev": 4.468
}

***

Record 5
{
  "formula": "C15H14Cl2FNO2",
  "method": "ωB97M-V with the def2-TZVPD basis set",
  "species": ["C", "C", "O", "C", "O", "C", "F", "C", "C", "C", "C", "C", "C", "H", "H", "H", "H", "H", "H", "H", "H", "H", "H", "H", "Cl", "C", "C", "C", "C", "C", "Cl", "N", "H", "H", "H"],
  "coordinates": [[1.12314, 2.13706, 6.50145], [2.53570, 1.69283, 6.47710], [2.91596, 1.66344, 5.09227], [4.19591, 1.44750, 4.87548], [5.13122, 1.64316, 5.79660], [4.48741, 0.68687, 3.67342], [4.04841, -0.52520, 4.30357], [5.76686, 0.82293, 2.95467], [6.95405, 0.68937, 3.74463], [8.23399, 0.58294, 3.12531], [8.32812, 0.71948, 1.73522], [7.21931, 0.98066, 0.94448], [5.93120, 1.05629, 1.53376], [0.70937, 1.98726, 7.48984], [1.07675, 3.19283, 6.28810], [0.51410, 1.62129, 5.77947], [3.20233, 2.37149, 6.99043], [2.64292, 0.70338, 6.89966], [3.61881, 0.69679, 2.95585], [6.86259, 0.61643, 4.83826], [9.09343, 0.38566, 3.73520], [9.32025, 0.64441, 1.24796], [7.28584, 1.11651, -0.13517], [5.02426, 1.25251, 0.93883], [4.75509, -1.31303, 7.27957], [3.98374, -2.51675, 6.46085], [3.71282, -3.71362, 7.00557], [3.03501, -4.67711, 6.27104], [2.66014, -4.37962, 4.95993], [2.94574, -3.17191, 4.43044], [2.53399, -2.70229, 2.91836], [3.58897, -2.31869, 5.21707], [3.99574, -3.89051, 8.00255], [2.80116, -5.65535, 6.70749], [2.13901, -5.06333, 4.37642]],
  "e_lumo_ev": 0.74,
  "homo_ev": -9.032,
  "gap_ev": 9.771,
  "smiles": "CCOC(=O)[C@H](F)c1ccccc1.Clc1cccc(Cl)n1"
}

***

Record 6
{
  "formula": "C15H14Cl2N2O2",
  "method": "ωB97M-V with the def2-TZVPD basis set",
  "species": ["O", "C", "C", "C", "C", "O", "C", "C", "C", "C", "Cl", "C", "C", "Cl", "N", "C", "C", "C", "C", "N", "C", "H", "H", "H", "H", "H", "H", "H", "H", "H", "H", "H", "H", "H", "H"],
  "coordinates": [[1.00267, 2.15723, -0.53489], [1.27063, 1.48686, 0.43431], [2.69925, 1.22923, 0.88741], [3.16529, -0.17934, 0.50222], [3.08719, -0.43310, -1.01627], [2.24304, -1.53725, -1.31616], [0.89001, -1.34740, -1.32940], [0.12410, -2.12845, -0.46553], [-1.25626, -2.09051, -0.47902], [-1.89673, -1.23880, -1.36422], [-3.61681, -1.18867, -1.41214], [-1.16658, -0.44148, -2.22908], [0.21810, -0.50572, -2.22349], [1.07174, 0.42524, -3.39422], [0.34524, 0.86859, 1.22404], [-1.04554, 0.90740, 1.12137], [-1.79903, 0.10295, 1.97414], [-3.17823, 0.14867, 1.89870], [-3.75762, 1.00534, 0.97404], [-3.04962, 1.77060, 0.16311], [-1.73435, 1.72676, 0.22333], [2.77666, 1.36228, 1.96848], [3.33785, 1.96639, 0.39911], [4.18999, -0.31450, 0.85037], [2.54888, -0.93024, 1.00244], [2.75640, 0.47155, -1.53119], [4.06119, -0.72571, -1.41289], [0.64371, -2.79841, 0.20258], [-1.83103, -2.71574, 0.18503], [-1.66878, 0.21442, -2.92190], [0.69509, 0.29163, 1.97753], [-1.30427, -0.54572, 2.68541], [-3.78786, -0.46501, 2.54344], [-4.83157, 1.08340, 0.87612], [-1.20276, 2.36752, -0.46277]],
  "e_lumo_ev": 0.49,
  "homo_ev": -8.443,
  "gap_ev": 8.930,
  "smiles": "O=C(CCCOc1ccc(Cl)cc1Cl)Nc1cccnc1"
}